1.
C3H9NP2 | the ωB97M-V functional and the def2-TZVPD basis

Last column: Löwdin charge in e.
Positions of all 15 atoms, in Å:
C: 2.365433 -1.335487 -0.248644  -0.160
C: -2.450194 0.076758 0.629114  -0.198
C: -1.284680 0.368164 -0.303591  -0.585
N: 2.944001 -2.400578 -0.457408  0.028
P: 1.448119 1.443024 -1.044085  0.435
P: 0.240982 0.907314 0.621210  0.487
H: 2.480082 1.885132 -0.217763  -0.222
H: 1.877668 -1.105717 0.689259  -0.032
H: -2.768164 0.982003 1.143528  0.062
H: -3.293234 -0.312208 0.060718  0.066
H: -2.167182 -0.660144 1.377930  0.060
H: -1.556308 1.139147 -1.031783  0.055
H: -1.004813 -0.534939 -0.857922  0.059
H: 3.401202 -2.632176 -1.331086  0.045
H: -0.232912 2.179707 0.970520  -0.100

Cartesian forces (eV/Å) of the 3 atoms listed first:
C 0.8 -1.3 -0.4
C 0.1 0.0 -0.1
C 0.2 0.1 -0.1

Results
**LUMO level (alpha / beta)**: 1.049 / -1.552 eV
**Multiplicity**: 3
**Gap between HOMO and LUMO (alpha / beta)**: 8.14 / 7.36 eV

***

2.
C3H9NS | the ωB97M-V functional and the def2-TZVPD basis

Last column: Löwdin charge in e.
Positions of all 14 atoms, in Å:
C: -1.939840 -3.058317 1.290243  -0.149
N: -0.816202 -2.811272 1.813922  0.014
H: -1.961278 -3.725115 0.439658  0.049
H: -2.900731 -2.777458 1.720946  0.059
H: -0.868478 -2.221615 2.642074  0.035
C: 0.708858 2.842380 -0.278208  -0.441
S: 0.608450 1.073611 0.082369  0.708
C: 1.213457 0.386708 -1.476599  -0.441
H: -0.173641 3.304997 0.183638  0.024
H: 1.552026 3.289979 0.249034  0.024
H: 0.689670 3.081436 -1.334642  0.033
H: 2.260917 0.614483 -1.626074  0.030
H: 0.552430 0.695976 -2.285237  0.030
H: 1.074363 -0.695793 -1.421124  0.027

Cartesian forces (eV/Å) of the 3 atoms listed first:
C 0.3 -0.4 0.8
N 0.1 0.1 -0.4
H -0.1 0.0 -0.4

Results
**SMILES string**: C=N.CSC
**LUMO level**: 1.051 eV
**Gap between HOMO and LUMO**: 9.43 eV

***

3.
C3H9NS | the ωB97M-V functional and the def2-TZVPD basis

Last column: Löwdin charge in e.
Positions of all 14 atoms, in Å:
C: -1.727225 0.051851 0.233644  -0.168
C: 1.541871 -0.841395 0.543795  -0.241
C: -0.728882 -0.265740 -0.844118  -0.396
N: 1.170580 1.806285 0.109042  -0.457
S: 1.123485 0.523899 -0.767966  0.814
H: -2.799044 -0.104767 -0.021712  0.088
H: -1.562966 -0.569186 1.036478  0.029
H: -1.560289 1.041789 0.655298  0.067
H: 2.694528 -0.986645 0.642192  0.075
H: 0.957072 -1.710080 0.194951  0.020
H: 1.169709 -0.455489 1.470209  0.021
H: -1.087413 0.137424 -1.920541  0.103
H: -0.454853 -1.353939 -0.923826  0.051
H: 1.263426 2.725992 -0.407440  -0.005

Cartesian forces (eV/Å) of the 3 atoms listed first:
C -0.3 1.0 -0.8
C 1.7 0.7 -1.6
C 0.6 0.6 -3.5

Results
**LUMO level**: 0.853 eV
**Gap between HOMO and LUMO**: 9.07 eV

***

4.
C3H9NS | the ωB97M-V functional and the def2-TZVPD basis

Last column: Löwdin charge in e.
Positions of all 14 atoms, in Å:
C: 2.568532 0.006781 0.093307  -0.314
C: -0.274889 1.042921 0.191105  -0.580
C: -1.674895 0.497020 -0.250805  -0.518
H: 2.892537 1.037752 -0.046429  0.018
H: 2.734143 -0.015548 1.107461  -0.042
H: 3.229390 -0.788277 -0.572098  0.093
H: 0.076982 1.597722 1.130741  0.086
H: 0.180359 1.884348 -0.479413  0.096
H: -2.272958 1.411824 -0.287323  0.082
H: -1.080791 0.439575 -1.508038  0.157
H: -1.616335 -0.672968 1.335648  0.203
H: -1.690408 -1.447276 -0.025088  0.013
N: -2.366647 -0.670434 0.203592  -0.039
S: 0.650070 -0.502153 -0.142640  0.745

Cartesian forces (eV/Å) of the 3 atoms listed first:
C -0.5 -2.1 -3.0
C 2.6 0.9 0.2
C 2.4 3.8 -5.0

Results
**LUMO level**: 0.847 eV
**Gap between HOMO and LUMO**: 9.65 eV

***

5.
C3H9NS | the ωB97M-V functional and the def2-TZVPD basis

Last column: Löwdin charge in e.
Positions of all 14 atoms, in Å:
C: 1.935140 2.988506 0.414079  -0.097
N: 0.644497 2.872430 0.322748  0.008
H: 2.637894 3.123959 -0.375299  0.056
H: 2.377962 2.795390 1.336616  0.041
H: 0.431256 2.893476 1.311190  0.019
C: -1.867820 -1.618083 0.744239  -0.248
S: -0.348981 -0.579173 0.169760  1.074
C: 0.077786 -1.554921 -1.369706  -0.274
H: -2.449105 -1.055084 1.493059  0.057
H: -2.398211 -1.897188 -0.175393  0.045
H: -1.462225 -2.672353 1.122220  0.123
H: -0.757308 -2.210864 -1.749005  0.082
H: 0.883524 -2.242298 -1.103646  0.067
H: 0.295593 -0.843792 -2.140864  0.046

Cartesian forces (eV/Å) of the 3 atoms listed first:
C -2.2 -0.8 -0.9
N 2.4 0.8 -0.1
H 0.0 0.1 -1.1

Results
**Total charge**: +1
**LUMO level (alpha / beta)**: -3.960 / -8.442 eV
**Multiplicity**: 2
**Gap between HOMO and LUMO (alpha / beta)**: 9.62 / 5.12 eV

***

6.
C3H9NS2 | the ωB97M-V functional and the def2-TZVPD basis

Last column: Löwdin charge in e.
Positions of all 15 atoms, in Å:
S: -2.032551 -1.077031 -0.853410  -0.063
S: -0.939833 -1.078945 1.094240  0.158
C: 0.775561 -0.781255 0.532053  -0.640
C: 0.789313 0.474076 -0.313249  -0.341
N: 2.085921 1.256482 -0.136949  -0.159
C: 1.911675 2.696285 -0.068600  -0.182
H: -2.297168 -2.382999 -0.807234  -0.314
H: 1.431196 -0.638674 1.386066  0.041
H: 1.273890 -1.659157 0.113435  0.053
H: 0.137683 1.229214 0.120412  0.074
H: 0.558327 0.396100 -1.365703  0.083
H: 2.605167 1.022112 -0.979252  0.079
H: 1.195222 3.141333 -0.772126  0.072
H: 2.900427 3.158238 -0.068753  0.064
H: 1.544319 2.905630 0.944895  0.073

Cartesian forces (eV/Å) of the 3 atoms listed first:
S -1.3 0.1 -2.3
S 1.5 -0.4 2.5
C -0.2 -0.2 0.1

Results
**Total charge**: -1
**LUMO level (alpha / beta)**: 3.593 / 3.579 eV
**Multiplicity**: 2
**Gap between HOMO and LUMO (alpha / beta)**: 3.71 / 7.12 eV

***

7.
C3H9NSi | the ωB97M-V functional and the def2-TZVPD basis

Last column: Löwdin charge in e.
Positions of all 14 atoms, in Å:
C: -0.601341 -1.635681 0.447973  -0.176
Si: 0.283765 0.051861 0.039667  0.677
C: -1.332729 1.072692 -1.063358  -0.168
C: 2.006963 0.550839 -0.168590  -0.305
N: 1.425360 0.602519 1.170100  -0.176
H: 0.091637 -2.013763 1.181171  0.007
H: -1.588291 -1.523521 0.871962  0.022
H: -0.650075 -2.241081 -0.403519  -0.007
H: -2.175299 0.467392 -0.906875  -0.050
H: -1.397671 2.167354 -0.691026  0.024
H: -1.051657 1.216516 -2.127877  -0.004
H: 2.357699 1.469242 -0.501943  0.027
H: 2.705404 -0.234092 -0.398472  0.043
H: 1.918665 0.497943 2.081543  0.086

Cartesian forces (eV/Å) of the 3 atoms listed first:
C 1.6 2.1 0.5
Si -3.9 0.7 -0.9
C 3.9 2.0 1.3

Results
**SMILES string**: C[Si]1(C)CN1
**LUMO level**: 0.918 eV
**Gap between HOMO and LUMO**: 9.56 eV

***

8.
C3H9O2 | the ωB97M-V functional and the def2-TZVPD basis

Last column: Löwdin charge in e.
Positions of all 14 atoms, in Å:
C: 1.160695 0.725564 1.315593  -0.633
O: 0.444173 1.370081 0.407604  -0.362
C: 1.123483 -0.810543 1.183425  -0.299
C: 2.158344 -1.562366 2.013974  -0.169
H: 2.213129 1.164080 1.477869  0.074
H: 0.894176 0.902689 2.421154  0.067
H: 0.143056 -1.189351 1.481896  0.083
H: 1.176265 -1.095159 0.113927  0.091
H: 1.805886 -2.587720 2.225002  0.050
H: 3.145962 -1.706458 1.577577  0.044
H: 2.363633 -0.982946 2.925525  0.054
H: -3.718036 -0.254241 -4.589343  0.025
H: -4.882851 0.174990 -3.759044  0.037
O: -4.197310 0.537907 -4.343102  -0.063

Cartesian forces (eV/Å) of the 3 atoms listed first:
C 0.2 0.8 0.9
O -0.2 0.1 -0.1
C 0.5 -0.5 -0.7

Results
**Total charge**: -1
**LUMO level**: 3.018 eV
**Gap between HOMO and LUMO**: 4.90 eV

***

9.
C3H9O2 | the ωB97M-V functional and the def2-TZVPD basis

Last column: Löwdin charge in e.
Positions of all 14 atoms, in Å:
C: 1.005690 2.130352 -0.393586  -0.495
O: 0.816064 1.278744 -1.423296  -0.437
H: 1.213899 3.186855 -0.694348  0.036
H: 1.768838 1.789727 0.356592  0.044
H: 0.022586 2.100458 0.150696  0.038
C: -0.464966 -1.381630 0.964146  -0.230
O: 0.734530 -0.393521 0.881046  -0.220
C: -0.904488 -1.445571 -0.568376  -0.105
H: -1.177639 -0.930111 1.689744  0.094
H: -0.037601 -2.327062 1.240724  0.069
H: 0.435631 0.319105 0.206106  0.009
H: -1.068843 -0.347728 -0.798314  0.078
H: -1.973641 -1.803843 -0.419980  0.053
H: -0.370063 -2.175775 -1.191156  0.067

Cartesian forces (eV/Å) of the 3 atoms listed first:
C -0.9 -0.3 -0.1
O 0.3 -0.6 -0.6
H 0.1 0.0 0.3

Results
**Total charge**: -1
**LUMO level**: 4.110 eV
**Gap between HOMO and LUMO**: 6.27 eV

***

10.
C3H9O2S | the ωB97M-V functional and the def2-TZVPD basis

Last column: Löwdin charge in e.
Positions of all 15 atoms, in Å:
C: 1.031682 0.896083 0.565005  -0.493
O: 1.536735 0.141243 -0.449477  -0.344
C: -0.510207 1.032548 0.492143  -0.294
C: -1.122062 -0.357080 0.482534  -0.610
S: -2.886118 -0.419232 0.878352  0.630
H: 1.290591 0.438358 1.544611  0.082
H: 1.431308 1.939500 0.583317  0.079
H: -0.716632 1.611426 -0.405027  0.099
H: -0.787892 1.534600 1.391920  0.071
H: -0.885702 -0.815049 -0.484062  0.071
H: -0.570520 -1.005806 1.173895  0.075
H: -3.305693 0.274742 -0.188690  -0.167
H: 2.394274 -2.293910 -2.039694  -0.014
H: 1.581153 -1.070095 -1.488384  -0.028
O: 1.519082 -1.907327 -2.056441  -0.158

Cartesian forces (eV/Å) of the 3 atoms listed first:
C 0.2 -0.7 -1.0
O 0.2 0.5 0.0
C 1.2 -0.7 0.3

Results
**Total charge**: -1
**LUMO level**: 3.231 eV
**Gap between HOMO and LUMO**: 6.40 eV

***

11.
C3H9O2S | the ωB97M-V functional and the def2-TZVPD basis

Last column: Löwdin charge in e.
Positions of all 15 atoms, in Å:
C: -0.960453 -0.545204 1.042215  -0.536
O: -1.144577 -1.301924 -0.039713  -0.329
C: 0.182002 0.532850 0.945785  -0.339
C: 0.180662 1.109356 -0.500128  -0.545
S: 0.398702 3.021553 -0.477765  0.529
H: -1.889919 0.186746 1.184168  0.099
H: -0.854538 -0.957110 2.074594  0.073
H: 1.203174 0.054311 1.118941  0.087
H: 0.239865 1.364953 1.760383  0.091
H: 1.201122 0.666986 -0.826334  0.074
H: -0.711376 0.532285 -0.970481  0.095
H: 1.752577 2.799250 -0.179332  -0.140
H: 0.729606 -2.928551 -1.571490  -0.012
H: -0.443718 -2.057969 -1.427580  -0.019
O: 0.116875 -2.477530 -2.133267  -0.127

Cartesian forces (eV/Å) of the 3 atoms listed first:
C -1.4 2.9 0.7
O 0.5 -0.6 0.2
C 1.5 0.4 1.0

Results
**Total charge**: -1
**LUMO level**: 3.228 eV
**Gap between HOMO and LUMO**: 6.57 eV

***

12.
C3H9O2S | the ωB97M-V functional and the def2-TZVPD basis

Last column: Löwdin charge in e.
Positions of all 15 atoms, in Å:
C: -0.289396 -0.106076 1.934527  -0.375
O: 0.105356 1.130779 1.464379  -0.209
C: -1.141700 -0.891021 0.892621  -0.244
C: -0.312579 -1.392445 -0.382036  -0.601
S: -0.151702 -0.211971 -1.799207  0.491
H: 0.627518 -0.652951 2.156881  0.094
H: -0.834452 -0.000080 2.869841  0.085
H: -1.854623 -0.117465 0.589541  0.089
H: -1.608767 -1.797567 1.294614  0.081
H: 0.742505 -1.670249 -0.065141  0.071
H: -0.838924 -2.322323 -0.507439  0.024
H: 0.582534 0.673994 -0.819387  -0.103
H: 1.131538 2.177353 -0.533691  -0.024
H: 0.970897 1.227605 0.768417  -0.030
O: 1.726763 1.465924 -0.263783  -0.348

Cartesian forces (eV/Å) of the 3 atoms listed first:
C 0.7 -0.5 -1.0
O -0.6 0.8 0.4
C 1.6 0.9 -0.4

Results
**Total charge**: -1
**LUMO level**: 3.869 eV
**Gap between HOMO and LUMO**: 7.91 eV

***

13.
C3H9O2S | the ωB97M-V functional and the def2-TZVPD basis

Last column: Löwdin charge in e.
Positions of all 15 atoms, in Å:
C: -1.390325 0.362960 0.220569  -0.357
O: -1.692396 -0.967332 0.101677  -0.166
C: 0.139260 0.708635 0.511999  -0.282
C: 0.975706 0.372987 -0.682065  -0.548
S: 1.050454 1.719098 -1.981347  0.599
H: -1.797839 0.859292 1.143831  0.099
H: -1.661585 0.786197 -0.749261  0.094
H: 0.264444 1.825880 0.780004  0.110
H: 0.478965 0.146985 1.371965  0.084
H: 0.460224 -0.406983 -1.226716  0.057
H: 1.984414 0.101872 -0.426847  0.062
H: 2.336041 1.537201 -2.427540  -0.173
H: -0.310250 -3.093583 1.642117  -0.119
H: -0.948623 -1.529862 0.625972  -0.003
O: 0.111509 -2.423347 1.095643  -0.456

Cartesian forces (eV/Å) of the 3 atoms listed first:
C 1.5 0.9 1.3
O 0.4 -0.4 0.5
C -0.9 1.6 -0.4

Results
**Total charge**: -1
**LUMO level**: 3.127 eV
**Gap between HOMO and LUMO**: 6.87 eV

***

14.
C3H9O3 | the ωB97M-V functional and the def2-TZVPD basis

Last column: Löwdin charge in e.
Positions of all 15 atoms, in Å:
C: 0.011030 0.959979 -0.064500  -0.488
O: -0.751242 0.368300 0.880272  -0.351
C: 1.351655 0.053742 -0.334756  -0.199
C: 0.825529 -1.386258 -0.467875  -0.247
O: 1.902379 -2.425976 -0.641828  -0.149
H: -0.516978 1.020573 -1.055726  0.093
H: 0.537048 1.872157 0.334531  0.080
H: 1.966702 0.387404 0.502216  0.087
H: 1.800497 0.352148 -1.314542  0.092
H: 0.220194 -1.578129 0.418690  0.089
H: 0.198866 -1.630582 -1.336147  0.108
H: 2.601865 -1.787006 -0.803342  0.029
H: -3.003445 2.637079 1.321839  -0.006
H: -2.193529 1.513501 0.679184  -0.015
O: -3.005184 2.072902 0.554286  -0.123

Cartesian forces (eV/Å) of the 3 atoms listed first:
C 1.2 -1.5 0.5
O -0.6 0.8 -0.1
C -1.9 0.2 -1.7

Results
**Total charge**: -1
**LUMO level**: 4.013 eV
**Gap between HOMO and LUMO**: 7.16 eV

***

15.
C3H9O3 | the ωB97M-V functional and the def2-TZVPD basis

Last column: Löwdin charge in e.
Positions of all 15 atoms, in Å:
C: -0.002977 -0.219706 -0.881205  -0.439
O: -0.960281 -0.824283 -0.028535  -0.340
C: 0.411088 1.086720 -0.335362  -0.215
C: 1.056539 0.970349 1.075036  -0.220
O: 2.451938 0.522892 0.951806  -0.091
H: -0.458999 -0.023752 -1.894662  0.090
H: 0.746625 -1.014769 -1.237050  0.101
H: 1.028090 1.741875 -0.923681  0.093
H: -0.519752 1.565920 -0.420714  0.087
H: 0.515939 0.274432 1.719234  0.100
H: 1.013220 1.963773 1.538462  0.092
H: 2.582047 -0.248809 1.453595  0.035
H: -2.453583 -2.687014 -0.289257  0.020
H: -2.306918 -1.200405 -0.350871  -0.040
O: -3.102981 -1.907227 -0.376801  -0.272

Cartesian forces (eV/Å) of the 3 atoms listed first:
C -1.7 -3.4 -1.7
O 1.7 1.1 -0.5
C 1.7 -0.4 1.4

Results
**Total charge**: -1
**LUMO level**: 3.843 eV
**Gap between HOMO and LUMO**: 7.15 eV

***

16.
C3H9O3P | the ωB97M-V functional and the def2-TZVPD basis

Last column: Löwdin charge in e.
Positions of all 16 atoms, in Å:
C: -2.063888 0.199944 0.430578  -0.019
C: -0.566435 0.629511 0.135602  -0.436
O: -0.469260 1.473524 -0.986965  -0.081
C: 0.430963 -0.602548 -0.005892  -0.388
O: 0.134940 -1.121044 -1.249544  -0.107
P: 2.367896 0.521171 -0.234157  0.906
O: 3.868087 -0.036174 0.234518  -0.471
H: -2.841736 0.672152 -0.061085  0.042
H: -2.029617 -0.918100 0.140493  0.096
H: -2.190911 0.190260 1.504852  0.065
H: -0.287429 1.389069 0.852730  0.118
H: -0.545396 0.939888 -1.795044  0.094
H: 0.679239 -1.344429 0.730948  0.091
H: 0.566638 -1.992918 -1.301948  0.111
H: 2.256230 0.866793 1.154809  -0.053
H: 4.376479 -0.613452 -0.361438  0.034

Cartesian forces (eV/Å) of the 3 atoms listed first:
C 3.5 -3.9 0.5
C -0.7 0.2 0.6
O 0.1 -0.5 -1.4

Results
**SMILES string**: C[C@H](O)[C@@H](O)PO
**LUMO level**: 0.245 eV
**Gap between HOMO and LUMO**: 8.09 eV

***

Computed energy above the lowest of the compared OMol25 structures with the same formula, charge and spin (eV) in order:
0.000, 1.241, 2.770, 5.020, 1.762, 1.206, 1.397, 1.228, 2.284, 0.481, 1.608, 1.025, 0.930, 0.954, 1.034, 2.955
Computed electronic energy (eV) in order:
-23320.163, -15581.090, -15579.561, -15577.311, -15571.855, -26416.541, -12622.866, -7350.900, -7349.844, -18187.441, -18186.314, -18186.897, -18186.992, -9398.773, -9398.693, -18685.760